9 unconnected molecules or ions with the total composition C40H63F21O20, computed with ωB97M-V/def2-TZVPD.

## Properties
E_LUMO, eV: 0.28
SMILES: CCOC(=O)C(F)(F)F.CCOC(=O)C(F)(F)F.CCOC(=O)C(F)(F)F.CCOC(=O)C(F)(F)F.CCOC(=O)C(F)(F)F.CCOC(=O)C(F)(F)F.CCOC(=O)C(F)(F)F.COCCOCCOC.COCCOCCOC
Energy above the lowest of the compared OMol25 structures with the same formula, charge and spin, kcal/mol: 16.9
HOMO energy, eV: -8.959

Each atom is followed by the atoms it is bonded to, with distances in Å.
Element x y z (Å)
1 C -3.045 0.883 -3.999  C2 1.485, H10 1.092, H11 1.089, H12 1.092
2 C -3.128 1.446 -2.627  C1 1.485, O3 1.432, H13 1.096, H14 1.091
3 O -3.910 0.538 -1.844  C2 1.432, C4 1.325
4 C -4.186 0.689 -0.557  O3 1.325, O5 1.192, C6 1.542
5 O -4.172 1.724 0.034  C4 1.192
6 C -4.651 -0.596 0.156  C4 1.542, F7 1.341, F8 1.364, F9 1.313
7 F -5.914 -0.439 0.579  C6 1.341
8 F -4.727 -1.581 -0.785  C6 1.364
9 F -3.882 -0.975 1.150  C6 1.313
10 H -2.738 -0.162 -3.913  C1 1.092
11 H -2.335 1.407 -4.636  C1 1.089
12 H -4.010 0.902 -4.509  C1 1.092
13 H -3.680 2.388 -2.531  C2 1.096
14 H -2.139 1.629 -2.203  C2 1.091
15 C -1.601 -4.108 2.508  C16 1.534, H24 1.093, H25 1.086, H26 1.094
16 C -2.360 -4.118 3.841  C15 1.534, O17 1.424, H27 1.087, H28 1.088
17 O -3.276 -3.034 3.954  C16 1.424, C18 1.318
18 C -2.836 -1.804 4.134  O17 1.318, O19 1.199, C20 1.509
19 O -1.705 -1.420 4.032  C18 1.199
20 C -3.920 -0.813 4.481  C18 1.509, F21 1.342, F22 1.351, F23 1.343
21 F -3.978 -0.620 5.808  C20 1.342
22 F -3.624 0.374 3.910  C20 1.351
23 F -5.096 -1.178 3.943  C20 1.343
24 H -2.149 -3.637 1.688  C15 1.093
25 H -1.231 -5.072 2.170  C15 1.086
26 H -0.799 -3.379 2.654  C15 1.094
27 H -1.644 -4.091 4.658  C16 1.087
28 H -2.988 -5.002 3.751  C16 1.088
29 C -4.516 5.987 2.654  C30 1.525, H38 1.090, H39 1.089, H40 1.090
30 C -4.872 4.526 2.401  C29 1.525, O31 1.431, H41 1.090, H42 1.088
31 O -4.043 3.631 3.150  C30 1.431, C32 1.336
32 C -4.372 3.385 4.420  O31 1.336, O33 1.192, C34 1.542
33 O -5.502 3.407 4.802  C32 1.192
34 C -3.198 3.038 5.357  C32 1.542, F35 1.324, F36 1.335, F37 1.328
35 F -2.242 2.415 4.686  C34 1.324
36 F -2.760 4.171 5.910  C34 1.335
37 F -3.644 2.241 6.322  C34 1.328
38 H -3.445 6.061 2.843  C29 1.090
39 H -5.145 6.371 3.455  C29 1.089
40 H -4.634 6.555 1.731  C29 1.090
41 H -4.637 4.418 1.342  C30 1.090
42 H -5.899 4.206 2.563  C30 1.088
43 C 5.712 1.245 1.821  C44 1.507, H52 1.089, H53 1.092, H54 1.090
44 C 4.379 1.870 2.143  C43 1.507, O45 1.451, H55 1.089, H56 1.091
45 O 4.442 2.531 3.434  C44 1.451, C46 1.318
46 C 3.604 3.471 3.823  O45 1.318, O47 1.197, C48 1.554
47 O 2.578 3.716 3.258  C46 1.197
48 C 4.153 4.266 5.040  C46 1.554, F49 1.322, F50 1.342, F51 1.328
49 F 5.471 4.361 5.049  C48 1.322
50 F 3.657 5.506 4.909  C48 1.342
51 F 3.728 3.752 6.189  C48 1.328
52 H 6.488 1.958 1.547  C43 1.089
53 H 5.470 0.613 0.964  C43 1.092
54 H 6.133 0.659 2.637  C43 1.090
55 H 3.558 1.158 2.216  C44 1.089
56 H 4.126 2.563 1.340  C44 1.091
57 C 2.700 -1.788 -4.313  C58 1.522, H66 1.088, H67 1.090, H68 1.092
58 C 3.364 -3.147 -4.479  C57 1.522, O59 1.435, H69 1.092, H70 1.091
59 O 4.730 -2.986 -4.068  C58 1.435, C60 1.313
60 C 5.525 -4.021 -4.213  O59 1.313, O61 1.196, C62 1.558
61 O 5.210 -5.100 -4.621  C60 1.196
62 C 6.999 -3.650 -3.870  C60 1.558, F63 1.351, F64 1.334, F65 1.324
63 F 7.351 -4.445 -2.836  C62 1.351
64 F 7.784 -3.952 -4.905  C62 1.334
65 F 7.150 -2.367 -3.581  C62 1.324
66 H 1.827 -1.656 -4.948  C57 1.088
67 H 3.461 -1.041 -4.543  C57 1.090
68 H 2.384 -1.586 -3.287  C57 1.092
69 H 3.369 -3.511 -5.508  C58 1.092
70 H 2.845 -3.937 -3.933  C58 1.091
71 C -0.128 -0.032 6.526  C72 1.521, H80 1.088, H81 1.090, H82 1.093
72 C 0.680 0.804 5.546  C71 1.521, O73 1.429, H83 1.091, H84 1.093
73 O 2.083 0.676 5.787  C72 1.429, C74 1.314
74 C 2.755 -0.349 5.312  O73 1.314, O75 1.202, C76 1.551
75 O 2.292 -1.156 4.551  C74 1.202
76 C 4.260 -0.427 5.680  C74 1.551, F77 1.334, F78 1.326, F79 1.319
77 F 4.925 -0.478 4.525  C76 1.334
78 F 4.625 0.669 6.331  C76 1.326
79 F 4.528 -1.501 6.399  C76 1.319
80 H -0.017 0.170 7.589  C71 1.088
81 H 0.062 -1.075 6.275  C71 1.090
82 H -1.186 0.148 6.318  C71 1.093
83 H 0.413 1.860 5.581  C72 1.091
84 H 0.421 0.565 4.511  C72 1.093
85 C -2.563 -0.146 -8.463  C86 1.527, H94 1.092, H95 1.086, H96 1.090
86 C -1.206 -0.844 -8.497  C85 1.527, O87 1.440, H97 1.089, H98 1.087
87 O -0.423 -0.457 -7.352  C86 1.440, C88 1.326
88 C 0.131 0.748 -7.343  O87 1.326, O89 1.200, C90 1.539
89 O 0.297 1.418 -8.324  C88 1.200
90 C 0.782 1.113 -5.997  C88 1.539, F91 1.328, F92 1.341, F93 1.321
91 F 0.680 2.416 -5.764  C90 1.328
92 F 0.071 0.466 -5.062  C90 1.341
93 F 2.066 0.804 -5.997  C90 1.321
94 H -2.898 -0.096 -7.425  C85 1.092
95 H -3.349 -0.613 -9.050  C85 1.086
96 H -2.371 0.873 -8.797  C85 1.090
97 H -0.679 -0.567 -9.409  C86 1.089
98 H -1.262 -1.928 -8.451  C86 1.087
99 C 3.165 -1.820 1.037  O100 1.436, H108 1.089, H109 1.092, H110 1.090
100 O 2.260 -2.070 -0.050  C99 1.436, C101 1.417
101 C 1.150 -2.847 0.364  O100 1.417, C102 1.544, H111 1.092, H112 1.098
102 C 0.330 -3.203 -0.896  C101 1.544, O103 1.423, H113 1.087, H114 1.094
103 O -0.180 -1.984 -1.426  C102 1.423, C104 1.415
104 C -0.659 -2.124 -2.751  O103 1.415, C105 1.531, H115 1.094, H116 1.093
105 C -1.912 -2.987 -2.921  C104 1.531, O106 1.413, H117 1.096, H118 1.097
106 O -1.654 -4.354 -2.675  C105 1.413, C107 1.424
107 C -2.769 -5.185 -2.982  O106 1.424, H119 1.093, H120 1.088, H121 1.094
108 H 3.214 -2.745 1.610  C99 1.089
109 H 2.844 -0.935 1.590  C99 1.092
110 H 4.137 -1.557 0.619  C99 1.090
111 H 0.559 -2.446 1.189  C101 1.092
112 H 1.560 -3.795 0.739  C101 1.098
113 H -0.483 -3.890 -0.679  C102 1.087
114 H 1.068 -3.698 -1.533  C102 1.094
115 H 0.129 -2.446 -3.437  C104 1.094
116 H -1.029 -1.137 -3.042  C104 1.093
117 H -2.242 -2.825 -3.954  C105 1.096
118 H -2.630 -2.620 -2.177  C105 1.097
119 H -3.539 -5.062 -2.217  C107 1.093
120 H -2.338 -6.182 -3.039  C107 1.088
121 H -3.185 -4.916 -3.958  C107 1.094
122 C -1.177 0.208 1.300  O123 1.419, H131 1.094, H132 1.091, H133 1.093
123 O 0.067 0.620 1.843  C122 1.419, C124 1.404
124 C 0.189 2.013 1.971  O123 1.404, C125 1.541, H134 1.092, H135 1.098
125 C 0.560 2.786 0.690  C124 1.541, O126 1.404, H136 1.090, H137 1.097
126 O 1.649 2.265 -0.025  C125 1.404, C127 1.405
127 C 1.474 1.149 -0.860  O126 1.405, C128 1.524, H138 1.092, H139 1.096
128 C 1.098 1.402 -2.316  C127 1.524, O129 1.409, H140 1.092, H141 1.098
129 O -0.016 2.262 -2.361  C128 1.409, C130 1.401
130 C 0.273 3.626 -2.499  O129 1.401, H142 1.084, H143 1.102, H144 1.100
131 H -2.032 0.561 1.884  C122 1.094
132 H -1.201 -0.875 1.427  C122 1.091
133 H -1.258 0.482 0.245  C122 1.093
134 H 0.982 2.152 2.708  C124 1.092
135 H -0.721 2.416 2.437  C124 1.098
136 H 0.782 3.814 0.980  C125 1.090
137 H -0.326 2.802 0.044  C125 1.097
138 H 0.797 0.379 -0.484  C127 1.092
139 H 2.426 0.611 -0.791  C127 1.096
140 H 0.805 0.443 -2.747  C128 1.092
141 H 1.910 1.751 -2.967  C128 1.098
142 H -0.594 4.275 -2.462  C130 1.084
143 H 0.907 3.827 -3.378  C130 1.102
144 H 1.056 3.949 -1.798  C130 1.100